{
  "formula": "C30H39AuCl3N5OS",
  "method": "ωB97M-V/def2-TZVPD",
  "e_lumo_ha": 0.008,
  "energy_ha": -3429.9777,
  "orbital_gap_ha": 0.2365,
  "homo_ev": -6.223,
  "e_above_lowest_ev": 0.980,
  "symbols": ["Au", "N", "C", "C", "N", "H", "H", "H", "H", "H", "H", "H", "H", "Cl", "C", "C", "C", "C", "C", "C", "N", "C", "C", "N", "C", "O", "C", "C", "C", "Cl", "S", "C", "C", "C", "Cl", "C", "H", "H", "H", "H", "H", "H", "H", "H", "H", "H", "H", "H", "H", "C", "C", "C", "C", "C", "C", "C", "C", "N", "C", "C", "C", "C", "H", "H", "H", "H", "H", "H", "H", "H", "H", "H", "H", "H", "H", "H", "H", "H", "H", "H"],
  "xyz": [[-11.4145, -15.6366, 2.3185], [-13.5566, -15.3592, 2.2499], [-14.4106, -16.5713, 2.4339], [-14.0986, -17.2228, 3.7569], [-14.6162, -18.5629, 3.9692], [-13.7100, -14.7171, 3.0199], [-13.7958, -14.8960, 1.3764], [-14.0328, -17.3175, 1.7021], [-15.4365, -16.3663, 2.3265], [-14.4593, -16.6546, 4.6072], [-12.9827, -17.1577, 3.8364], [-14.6811, -19.1390, 3.1277], [-15.5241, -18.5374, 4.4407], [-17.8306, -17.5982, -9.0373], [-17.0004, -18.1391, -7.5687], [-16.0325, -19.0789, -7.7136], [-15.2830, -19.4058, -6.5878], [-15.5377, -18.8064, -5.3741], [-14.6531, -19.0443, -4.1637], [-13.7018, -17.9032, -3.9818], [-13.0972, -17.9442, -2.6348], [-11.8921, -18.5672, -2.3069], [-11.8040, -18.5157, -0.9224], [-12.9162, -17.9265, -0.4115], [-13.6829, -17.6111, -1.4389], [-13.9156, -20.1964, -4.2595], [-14.5390, -21.3135, -3.6813], [-14.8840, -21.1491, -2.2566], [-14.0628, -21.3845, -1.1904], [-12.3393, -21.8392, -1.1042], [-14.8068, -21.0242, 0.3025], [-16.3284, -20.6821, -0.4505], [-16.1588, -20.7628, -1.8317], [-16.6392, -17.9632, -5.2772], [-17.0471, -17.3677, -3.6424], [-17.3678, -17.6043, -6.3649], [-15.8283, -19.4822, -8.6541], [-14.4906, -20.1016, -6.6225], [-15.3335, -19.0511, -3.2604], [-14.1725, -16.9338, -3.9856], [-12.9377, -17.8643, -4.7403], [-11.2103, -18.8404, -3.0490], [-10.9768, -18.7708, -0.2355], [-14.6908, -17.2329, -1.3938], [-13.8077, -22.1136, -3.8056], [-15.4146, -21.6004, -4.2895], [-17.1316, -20.3292, 0.1919], [-16.9789, -20.7296, -2.4983], [-18.2133, -16.8937, -6.3942], [-7.0578, -19.3598, -0.5615], [-7.9456, -18.9746, 0.6567], [-8.7197, -19.9513, 1.2646], [-9.7613, -19.5772, 2.1047], [-10.7315, -20.5878, 2.6863], [-9.9382, -18.2251, 2.3817], [-9.1442, -17.2108, 1.8016], [-8.1057, -17.6328, 0.9248], [-9.4293, -15.9023, 2.1154], [-8.4797, -14.8156, 2.3271], [-6.9970, -15.2934, 2.2247], [-8.7849, -14.3270, 3.7386], [-8.6685, -13.6248, 1.3604], [-6.5720, -20.3240, -0.4684], [-6.1939, -18.6612, -0.6487], [-7.6681, -19.3130, -1.4436], [-8.5323, -20.9742, 1.0132], [-10.3097, -21.4172, 3.2718], [-11.3042, -20.9631, 1.8189], [-11.3346, -20.0892, 3.4213], [-10.7488, -17.9390, 3.0722], [-7.6007, -16.9203, 0.3293], [-6.7342, -16.2207, 2.7466], [-6.4318, -14.5011, 2.6783], [-6.6199, -15.4160, 1.1747], [-8.5480, -15.0929, 4.5171], [-9.8463, -14.1130, 3.8277], [-8.2958, -13.3743, 3.9514], [-8.3767, -13.9475, 0.3418], [-7.9971, -12.8169, 1.5365], [-9.6677, -13.2073, 1.4132]],
  "forces_ev_per_a": [[-0.57, 0.41, -0.53], [0.13, -0.32, 0.27], [2.21, -1.04, -0.39], [0.91, 0.14, 0.75], [-0.45, -0.22, -0.13], [-0.25, 0.22, -0.13], [0.10, -0.01, 0.20], [-0.60, 0.61, -0.11], [-1.39, 0.37, -0.33], [-0.11, 0.46, 0.13], [-0.67, -0.53, 0.07], [0.11, 0.34, 0.31], [0.49, -0.11, -0.44], [0.13, -0.16, 0.59], [-0.88, 0.31, -1.65], [0.71, -0.01, 1.37], [-0.54, 0.53, -0.14], [-0.13, -0.12, 0.45], [-1.66, 0.70, 0.41], [0.44, 1.02, 1.72], [0.89, -0.97, 0.35], [-1.17, 1.14, 1.71], [0.81, 0.12, -0.58], [-0.96, 0.31, -0.12], [0.46, -0.48, -0.44], [0.83, -0.26, -0.09], [0.29, -1.24, -0.85], [0.57, -0.55, 0.32], [1.41, 0.27, 0.63], [-1.55, 0.17, -0.43], [-0.49, -0.10, -0.06], [1.39, 0.25, -0.80], [-1.08, -0.24, 2.27], [0.42, 0.11, 1.66], [-0.22, 0.13, -0.95], [-1.46, 1.28, -0.38], [0.32, -0.64, -1.26], [0.80, -0.68, -0.22], [0.86, -0.09, -0.87], [-0.66, 0.22, -0.44], [0.43, -0.29, -0.19], [0.78, -0.54, -0.89], [-0.52, -0.06, -0.73], [-0.02, 0.21, 0.03], [-0.05, -0.06, 0.09], [-0.02, 0.13, 0.32], [-0.01, -0.29, -0.51], [-0.71, 0.43, -0.67], [0.63, -0.48, 0.55], [0.79, 0.94, 1.62], [0.83, -0.42, -1.44], [-0.12, 0.28, -0.03], [0.28, 0.04, 0.52], [0.44, 0.01, -0.42], [-0.34, -0.30, 0.09], [0.81, -0.08, 0.15], [-1.52, -0.35, 0.65], [-0.68, -0.20, -0.45], [0.47, -0.60, -0.02], [-0.06, 0.15, -0.64], [0.41, 0.05, 0.84], [0.24, -1.18, -0.84], [-0.33, -0.44, 0.06], [-0.76, -0.16, -0.11], [-0.12, -0.06, -0.56], [-0.07, -0.56, -0.06], [0.36, 0.06, -0.65], [-0.16, -0.12, 0.72], [-0.83, 0.33, 0.02], [0.49, -0.11, -0.30], [0.50, 0.53, -0.37], [-0.48, 0.18, 0.04], [0.57, 0.43, 0.20], [-0.52, 0.30, 0.92], [-0.01, 0.58, -0.62], [-0.23, -0.08, -0.09], [0.37, -0.10, 0.17], [-0.71, 0.03, 0.26], [0.72, 0.65, 0.69], [-0.33, -0.21, -0.21]],
  "mulliken_charge": [0.1913, -0.6927, -0.1223, -0.2624, -0.5461, 0.3191, 0.3248, 0.0137, 0.4333, 0.3853, -0.0661, 0.1993, 0.2493, -0.2205, 0.4770, -1.0877, -0.1932, -0.9700, 1.7613, -1.4206, 0.2975, -0.3625, -0.5641, 0.1563, -0.5252, -0.4751, -0.9030, 0.2793, 0.3121, -0.1487, -0.1219, -0.6109, -0.3900, 0.5703, -0.2010, -0.6822, 0.5077, 0.5751, -0.0879, 0.5277, 0.3030, 0.5435, 0.1251, 0.4237, 0.4865, 0.2860, 0.4144, 0.4495, 0.3923, -1.5591, 0.5961, -0.6305, 0.3371, -1.5204, -0.8089, 0.7690, -0.5602, -0.2206, 1.8155, -1.8103, -1.7323, -1.7620, 0.4116, 0.3489, 0.2548, 0.4411, 0.3687, 0.1536, 0.3709, 0.2993, 0.6450, 0.3843, 0.5316, 0.3271, 0.2978, 0.3308, 0.4656, 0.3275, 0.4505, 0.3270]
}